Molecular formula: C46H33BN13W
Method: DFT, ωB97M-V/def2-TZVPD

Cartesian coordinates (Å):
W 0.206 0.180 -0.349
C 2.616 3.862 3.791
C 2.374 5.039 2.951
C 2.299 4.941 1.630
C 2.414 3.628 0.896
C 1.281 2.473 -1.032
N 2.554 0.751 -0.084
C 2.651 1.202 1.309
N 2.761 0.128 2.197
C 1.866 -0.740 2.259
C 1.957 -1.954 3.085
C 3.000 -2.487 3.813
C 2.763 -3.703 4.447
C 1.527 -4.350 4.349
C 0.485 -3.794 3.621
C 0.739 -2.585 2.996
C -0.103 -1.750 2.145
N -1.396 -2.041 1.999
C -2.156 -1.360 1.215
N -1.814 -0.487 0.200
C -3.049 -0.095 -0.392
N -3.300 0.582 -1.439
C -2.317 1.264 -2.084
N -1.151 1.480 -1.585
C -0.438 2.337 -2.501
N 0.717 2.779 -2.294
C -1.318 2.582 -3.662
C -1.132 3.278 -4.834
C -2.193 3.290 -5.738
C -3.386 2.624 -5.466
C -3.560 1.919 -4.277
C -2.503 1.918 -3.391
C -4.165 -0.691 0.365
C -5.527 -0.535 0.232
C -6.327 -1.238 1.130
C -5.767 -2.065 2.103
C -4.387 -2.209 2.218
C -3.615 -1.493 1.330
N 0.542 -0.705 1.651
C 2.684 2.442 1.802
C 2.772 2.655 3.248
H 2.676 3.984 4.864
H 2.295 6.010 3.422
H 2.168 5.822 1.010
H 3.955 -1.983 3.876
H 3.551 -4.161 5.029
H 1.384 -5.298 4.850
H -0.478 -4.279 3.536
H -0.201 3.789 -5.042
H -2.087 3.823 -6.674
H -4.189 2.654 -6.190
H -4.478 1.390 -4.057
H -5.945 0.104 -0.534
H -7.403 -1.142 1.074
H -6.419 -2.599 2.782
H -3.936 -2.849 2.964
H 2.975 1.799 3.875
B 3.643 -0.377 -0.421
N 2.548 1.790 -1.089
C 3.648 2.722 -1.007
C 3.569 3.676 -0.098
C 1.092 3.351 0.123
N 0.466 2.052 0.176
N 2.888 -1.733 -0.287
C 3.386 -2.968 -0.149
C 2.336 -3.872 -0.180
C 1.203 -3.075 -0.341
N 1.563 -1.793 -0.409
H 4.537 -0.357 0.388
H 4.009 -0.204 -1.557
H 4.451 2.585 -1.717
H 4.332 4.436 0.020
H 0.413 4.194 0.014
H 4.449 -3.124 -0.058
H 2.387 -4.944 -0.101
H 0.165 -3.361 -0.433
C 2.158 0.577 -4.085
C 0.831 -0.060 -4.386
C 0.408 -0.144 -5.706
C -0.763 -0.794 -6.062
C -1.493 -1.438 -5.083
C -1.108 -1.395 -3.748
C -1.887 -2.225 -2.757
C 0.017 -0.628 -3.391
N 0.255 -0.428 -2.034
H 2.962 -0.073 -4.437
H 2.316 0.747 -3.027
H 2.257 1.533 -4.603
H 1.029 0.309 -6.471
H -1.079 -0.831 -7.097
H -2.373 -2.012 -5.352
H -1.829 -3.278 -3.040
H -2.944 -1.954 -2.748
H -1.497 -2.135 -1.750

Summary:
calculated total energy	-2576.261751	a.u.
total charge	+1
relative energy (zero: lowest compared OMol25 entry of this formula, charge and spin)	690.0	kJ/mol
LUMO energy	-4.57	eV

***

Molecular formula: C4H12N3
Method: DFT, ωB97M-V/def2-TZVPD

Cartesian coordinates (Å):
N -0.176 -1.242 2.895
C -0.540 -0.592 1.601
C 0.545 -0.868 0.543
C 0.243 -0.079 -0.675
N -0.065 -0.716 -1.843
C 0.500 1.245 -0.627
N 0.026 2.063 -1.774
H 0.386 -2.060 2.695
H -1.020 -1.658 3.271
H -0.512 0.474 1.858
H -1.580 -0.775 1.333
H 1.490 -0.711 1.043
H 0.425 -1.924 0.269
H -0.300 -1.687 -1.887
H 0.123 -0.323 -2.745
H 0.848 1.862 0.180
H 0.735 2.423 -2.416
H -0.397 2.918 -1.395
H -0.730 1.650 -2.325

Summary:
calculated total energy	-323.595939	a.u.
SMILES	NCC/C(N)=C/[NH3+]
total charge	+1
relative energy (zero: lowest compared OMol25 entry of this formula, charge and spin)	216.1	kJ/mol
LUMO energy	-3.68	eV

***

Molecular formula: C11H18N4O
Method: DFT, ωB97M-V/def2-TZVPD

Cartesian coordinates (Å):
C -1.146 0.465 3.293
C -1.191 -0.832 2.532
C -0.441 -0.871 1.212
O -1.655 -1.845 2.984
H -0.150 0.572 3.727
H -1.883 0.464 4.092
H -1.323 1.272 2.581
H 0.578 -1.169 1.471
H -0.465 0.102 0.725
H -0.816 -1.662 0.566
C 0.501 1.423 -2.168
C 0.832 0.002 -2.097
N 1.081 -1.111 -1.982
H 0.364 1.794 -1.157
H -0.386 1.536 -2.790
H 1.310 1.970 -2.652
C 3.518 -1.978 -0.041
C 4.536 -2.436 0.907
N 5.349 -2.811 1.616
H 4.056 -1.563 -0.893
H 2.836 -1.277 0.426
H 2.957 -2.827 -0.428
C -1.591 -2.060 -3.714
C -2.563 -3.045 -3.213
N -3.288 -3.812 -2.773
H -1.480 -1.278 -2.970
H -1.906 -1.691 -4.685
H -0.644 -2.597 -3.770
C -1.030 4.547 1.881
C -1.428 3.544 0.890
N -1.736 2.757 0.115
H -0.887 4.100 2.860
H -1.815 5.304 1.877
H -0.094 5.013 1.577

Summary:
calculated total energy	-724.156817	a.u.
SMILES	CC(C)=O.CC#N.CC#N.CC#N.CC#N
total charge	0
relative energy (zero: lowest compared OMol25 entry of this formula, charge and spin)	8.5	kJ/mol
LUMO energy	0.07	eV

***

Molecular formula: C30H16CaF9N6O6Se
Method: DFT, ωB97M-V/def2-TZVPD

Cartesian coordinates (Å):
Ca 0.515 -0.260 0.552
O -3.932 2.498 2.538
C -2.842 3.208 2.879
C -3.017 4.314 3.711
C -1.939 5.081 4.105
C -0.662 4.768 3.662
C -0.480 3.687 2.826
C -1.551 2.889 2.432
C -1.245 1.732 1.544
O -0.086 1.572 1.128
N -2.300 1.001 1.196
N -2.097 -0.086 0.437
C -2.589 -0.164 -0.775
C -2.307 -1.193 -1.711
C -3.245 -1.465 -2.720
C -3.040 -2.458 -3.646
C -1.849 -3.193 -3.604
C -0.877 -2.901 -2.689
C -1.030 -1.872 -1.711
O -0.081 -1.560 -0.941
H -3.612 1.731 2.004
H -4.016 4.548 4.043
H -2.092 5.921 4.770
H 0.186 5.362 3.970
H 0.500 3.423 2.458
H -3.296 0.616 -1.034
H -4.164 -0.891 -2.737
H -3.788 -2.683 -4.394
H -1.699 -3.994 -4.314
H 0.052 -3.453 -2.679
Se 2.083 3.217 -7.123
N 2.846 2.124 -5.964
C 2.056 2.003 -4.912
C 2.345 1.183 -3.772
C 3.495 0.391 -3.710
C 3.681 -0.412 -2.611
C 2.722 -0.379 -1.594
N 1.667 0.403 -1.612
C 1.445 1.167 -2.680
C 0.240 1.986 -2.720
N -0.545 2.003 -1.648
C -1.630 2.744 -1.656
C -2.050 3.490 -2.759
C -1.260 3.488 -3.886
C -0.072 2.748 -3.872
C 0.843 2.763 -4.975
N 0.681 3.468 -6.078
H 4.200 0.428 -4.528
H 4.547 -1.048 -2.518
H 2.824 -1.004 -0.725
H -2.200 2.762 -0.736
H -2.966 4.060 -2.725
H -1.519 4.042 -4.778
F 2.620 -2.356 3.421
C 3.580 -1.674 2.797
F 4.622 -1.612 3.648
F 3.987 -2.428 1.770
C 3.065 -0.297 2.261
O 2.347 -0.486 1.193
C 2.310 0.432 3.417
F 2.119 1.724 3.135
F 1.126 -0.100 3.679
F 2.999 0.409 4.582
C 4.320 0.571 1.901
F 3.960 1.716 1.315
F 5.098 -0.070 1.017
F 5.118 0.902 2.931
O -1.647 -1.227 0.995
O -0.722 -1.025 1.987

Summary:
calculated total energy	-5910.741027	a.u.
total charge	-1
relative energy (zero: lowest compared OMol25 entry of this formula, charge and spin)	322.3	kJ/mol
LUMO energy	1.08	eV

***

Molecular formula: C5H7BrN2S
Method: DFT, ωB97M-V/def2-TZVPD

Cartesian coordinates (Å):
C -1.416 -2.660 -0.085
S 0.419 -2.474 0.017
C 0.428 -0.732 0.054
C -0.638 0.183 -0.020
N -0.166 1.427 -0.058
N 1.150 1.372 0.058
C 2.031 2.501 -0.043
C 1.561 0.054 -0.027
Br 3.333 -0.498 -0.008
H -1.498 -3.761 -0.058
H -1.815 -2.389 -1.013
H -1.725 -1.954 0.722
H -1.657 0.154 -0.020
H 2.633 2.319 -1.034
H 1.336 3.260 0.118
H 2.600 2.330 0.867

Summary:
calculated total energy	-3276.373481	a.u.
SMILES	CSc1cnn(C)c1Br
total charge	0
relative energy (zero: lowest compared OMol25 entry of this formula, charge and spin)	0.0	kJ/mol
LUMO energy	0.66	eV

***

Molecular formula: C50H45CuGeN2O2S
Method: DFT, ωB97M-V/def2-TZVPD

Cartesian coordinates (Å):
Cu 1.760 -1.422 0.106
C -1.517 -0.824 3.939
C -0.902 0.252 4.772
C -1.679 1.585 4.824
C -0.832 -0.276 6.216
C 0.530 0.536 4.191
C 1.282 1.612 4.647
C 2.520 1.924 4.180
C 3.018 1.177 3.075
S 4.495 1.428 2.268
C 3.963 0.221 1.160
N 2.815 -0.345 1.374
C 2.285 0.128 2.582
C 1.032 -0.219 3.136
C 4.732 -0.060 -0.057
C 5.988 -0.715 0.104
C 6.701 -1.066 -0.999
C 6.298 -0.681 -2.292
C 5.115 0.029 -2.395
C 4.277 0.316 -1.312
H -2.522 -1.067 4.292
H -0.935 -1.757 4.038
H -1.492 -0.598 2.850
H -2.707 1.445 5.139
H -1.670 2.072 3.835
H -1.206 2.336 5.397
H -1.788 -0.715 6.430
H -0.695 0.531 6.921
H -0.095 -1.044 6.430
H 0.979 2.196 5.527
H 3.097 2.801 4.500
H 0.531 -1.069 2.668
H 6.359 -0.938 1.112
H 7.618 -1.663 -0.958
H 6.924 -0.985 -3.153
H 4.741 0.336 -3.384
C -6.472 0.541 2.548
C -6.245 -0.647 1.650
C -7.266 -1.631 1.462
C -6.948 -2.768 0.676
C -5.756 -2.868 0.025
C -4.750 -1.944 0.197
N -3.490 -2.047 -0.351
C -2.973 -2.978 -1.258
C -3.818 -3.764 -2.052
C -3.350 -4.735 -2.892
C -1.983 -4.874 -3.088
C -1.073 -4.013 -2.449
C -1.550 -3.091 -1.491
C -0.576 -2.232 -0.792
O 0.677 -2.518 -0.982
O -0.925 -1.376 0.015
C -5.024 -0.824 1.046
C -3.909 0.191 1.192
H -7.457 0.479 3.081
H -6.552 1.389 1.913
H -5.792 0.804 3.381
H -8.210 -1.494 2.128
H -7.665 -3.576 0.584
H -5.497 -3.789 -0.457
H -2.803 -1.451 0.021
H -4.862 -3.665 -1.991
H -4.108 -5.351 -3.349
H -1.560 -5.606 -3.742
H -0.059 -4.111 -2.785
H -3.079 -0.221 1.706
H -4.226 1.033 1.824
H -3.553 0.573 0.250
C -0.220 3.360 1.318
C 0.986 3.930 0.988
C 1.842 3.285 0.127
C 1.573 2.026 -0.445
C 0.382 1.435 -0.035
C -0.454 2.070 0.906
Ge 2.641 1.332 -1.857
C 3.263 2.765 -3.100
C 4.522 3.308 -3.041
C 5.052 4.021 -4.086
C 4.286 4.339 -5.208
C 3.044 3.737 -5.304
C 2.525 2.965 -4.249
C 1.658 0.081 -3.062
C 2.325 -1.074 -3.436
C 1.749 -1.975 -4.334
C 0.469 -1.776 -4.805
C -0.242 -0.660 -4.342
C 0.337 0.267 -3.497
H -0.948 3.830 2.010
H 1.237 4.888 1.360
H 2.745 3.817 -0.073
H 0.082 0.437 -0.312
H -1.303 1.532 1.340
H 5.141 3.237 -2.141
H 6.077 4.421 -3.967
H 4.680 4.930 -5.987
H 2.476 3.806 -6.242
H 1.527 2.583 -4.481
H 3.341 -1.239 -3.118
H 2.364 -2.804 -4.666
H 0.133 -2.477 -5.504
H -1.279 -0.523 -4.656
H -0.180 1.209 -3.287

Summary:
calculated total energy	-6307.940768	a.u.
total charge	0
relative energy (zero: lowest compared OMol25 entry of this formula, charge and spin)	0.0	kJ/mol
LUMO energy	0.11	eV

***

Molecular formula: C5H14N2
Method: DFT, ωB97M-V/def2-TZVPD

Cartesian coordinates (Å):
C -1.173 -0.314 -1.611
C -0.524 -2.227 0.621
N -0.499 -0.832 0.172
H -1.123 -0.273 0.751
H -1.551 -2.595 0.630
H -0.443 -0.550 -2.371
H -1.614 0.664 -1.736
H -1.927 -1.094 -1.493
H -0.089 -2.321 1.620
H 0.060 -2.828 -0.079
C 0.073 2.303 0.038
N 1.326 -0.083 1.545
C 0.840 -0.141 0.141
C 0.645 1.094 -0.653
H 2.338 -0.027 1.533
H 1.008 0.782 1.972
H 1.494 -0.833 -0.396
H 1.457 1.315 -1.341
H 0.737 2.784 0.783
H -0.868 2.091 0.565
H -0.167 3.083 -0.692

Summary:
calculated total energy	-308.232657	a.u.
total charge	0
relative energy (zero: lowest compared OMol25 entry of this formula, charge and spin)	499.9	kJ/mol
LUMO energy (alpha / beta)	0.91 / 0.91	eV

***

Molecular formula: C3H2N2O3
Method: DFT, ωB97M-V/def2-TZVPD

Cartesian coordinates (Å):
C -0.871 2.195 -0.789
C 1.475 -2.139 0.236
C -0.609 -0.844 0.586
N -0.096 2.944 -0.282
N 0.454 -1.702 0.770
O -1.611 1.515 -1.355
O 2.638 -2.130 0.047
O -0.882 -2.196 0.797
H -0.931 -0.691 -0.500
H 0.433 3.048 0.489

Summary:
calculated total energy	-450.495560	a.u.
total charge	0
relative energy (zero: lowest compared OMol25 entry of this formula, charge and spin)	807.9	kJ/mol
LUMO energy (alpha / beta)	-1.28 / -0.80	eV

***

Molecular formula: C2HClO3
Method: DFT, ωB97M-V/def2-TZVPD

Cartesian coordinates (Å):
Cl -1.613 1.782 0.071
C -0.572 0.414 -0.050
C 0.756 0.328 -0.008
O 1.141 -0.999 0.036
O -0.109 -1.764 0.148
O -1.184 -0.816 -0.087
H 1.582 1.054 -0.112

Summary:
calculated total energy	-762.484308	a.u.
SMILES	ClC1=COOO1
total charge	0
relative energy (zero: lowest compared OMol25 entry of this formula, charge and spin)	707.0	kJ/mol
LUMO energy	0.56	eV

***

Molecular formula: H4N2O2Si
Method: DFT, ωB97M-V/def2-TZVPD

Cartesian coordinates (Å):
N -1.166 0.823 0.084
Si -0.328 -0.635 -0.119
N 1.399 -0.044 0.068
O 1.597 1.156 -0.041
O 2.283 -0.864 0.220
H -2.164 0.927 0.096
H -0.666 1.689 0.251
H -0.324 -1.219 -1.459
H -0.631 -1.833 0.900

Summary:
calculated total energy	-551.815544	a.u.
SMILES	N[SiH2][N+](=O)[O-]
total charge	0
relative energy (zero: lowest compared OMol25 entry of this formula, charge and spin)	0.0	kJ/mol
LUMO energy	0.08	eV

***

Molecular formula: C2H6O
Method: DFT, ωB97M-V/def2-TZVPD

Cartesian coordinates (Å):
C -2.804 0.595 0.454
O -1.532 0.721 0.410
H -3.389 0.157 -0.269
H -3.541 1.036 1.125
C 2.375 -0.552 -0.263
H 2.819 -1.476 0.116
H 1.578 -0.669 -1.144
H 3.020 0.040 -0.703
H 1.474 0.147 0.274

Summary:
calculated total energy	-154.933068	a.u.
SMILES	C=O.C
total charge	0
relative energy (zero: lowest compared OMol25 entry of this formula, charge and spin)	243.5	kJ/mol
LUMO energy	0.21	eV